Entry 1:
The following is a DFT calculation (the ωB97M-V functional and the def2-TZVPD basis) of a 2-piece molecular cluster, C3H10O overall.

## Properties
Max |F|: 1.540 eV/A
ΔE to the lowest compared entry with this formula, charge and spin: 10.68 kcal/mol
LUMO: 0.038 Eh
SMILES: CCO.C
HOMO-LUMO gap: 11.34 eV
Total charge: 0
Total energy: -5320.1499 eV

Last columns: bonded neighbours and bond lengths (Å).
Cartesian coordinates (Å):
1 C 0.745 -1.836 3.343  C2 1.531, H4 1.087, H5 1.081, H6 1.089
2 C 1.099 -1.817 1.853  C1 1.531, O3 1.419, H7 1.086, H8 1.089
3 O 0.187 -1.049 1.084  C2 1.419, H9 0.966
4 H -0.030 -2.581 3.511  C1 1.087
5 H 1.620 -2.047 3.942  C1 1.081
6 H 0.390 -0.856 3.657  C1 1.089
7 H 1.157 -2.843 1.501  C2 1.086
8 H 2.082 -1.375 1.696  C2 1.089
9 H -0.553 -1.544 0.709  O3 0.966
10 C -1.712 4.199 -5.514  H11 1.082, H12 1.099, H13 1.079, H14 1.100
11 H -1.609 5.095 -4.918  C10 1.082
12 H -2.454 4.391 -6.302  C10 1.099
13 H -1.991 3.302 -4.983  C10 1.079
14 H -0.781 4.016 -6.072  C10 1.100

So, what does the Mulliken scheme give us? The charges, in e, come out as: C -0.911; C -0.212; O -0.535; H 0.263; H 0.308; H 0.280; H 0.249; H 0.260; H 0.298; C -0.893; H 0.221; H 0.227; H 0.221; H 0.224

Entry 2:
The following is a DFT calculation (the ωB97M-V functional and the def2-TZVPD basis) of a 2-piece molecular cluster, C3H10O overall.

## Properties
Max |F|: 2.651 eV/A
ΔE to the lowest compared entry with this formula, charge and spin: 22.49 kcal/mol
LUMO: 0.035 Eh
SMILES: CC.CO
HOMO-LUMO gap: 11.49 eV
Total charge: 0
Total energy: -5319.6378 eV

Last columns: bonded neighbours and bond lengths (Å).
Cartesian coordinates (Å):
1 C 0.670 -1.275 -1.520  C2 1.529, H3 1.106, H4 1.099, H5 1.087
2 C -0.832 -1.495 -1.339  C1 1.529, H6 1.088, H7 1.076, H8 1.105
3 H 1.178 -2.194 -1.868  C1 1.106
4 H 0.834 -0.471 -2.251  C1 1.099
5 H 1.194 -0.960 -0.621  C1 1.087
6 H -1.118 -2.540 -1.433  C2 1.088
7 H -1.450 -1.110 -2.131  C2 1.076
8 H -1.190 -1.191 -0.338  C2 1.105
9 C -0.273 1.986 1.423  O10 1.477, H11 1.078, H12 1.077, H13 1.090
10 O 0.548 0.759 1.400  C9 1.477, H14 0.953
11 H -0.721 1.912 2.401  C9 1.078
12 H -0.851 1.968 0.514  C9 1.077
13 H 0.400 2.841 1.484  C9 1.090
14 H 0.016 0.107 1.847  O10 0.953

So, what does the Mulliken scheme give us? The charges, in e, come out as: C -0.708; C -0.837; H 0.288; H 0.235; H 0.219; H 0.315; H 0.299; H 0.190; C -0.536; O -0.488; H 0.297; H 0.216; H 0.214; H 0.296

Entry 3:
The following is a DFT calculation (the ωB97M-V functional and the def2-TZVPD basis) of a 2-piece molecular cluster, C3H10O overall.

## Properties
Max |F|: 1.037 eV/A
ΔE to the lowest compared entry with this formula, charge and spin: 12.86 kcal/mol
LUMO (spin up / spin down): -0.169 / -0.401 Eh
Spin multiplicity: 2
HOMO-LUMO gap (spin up / spin down): 8.67 / 2.34 eV
Total charge: +1
Total energy: -5309.2342 eV

Last columns: bonded neighbours and bond lengths (Å).
Cartesian coordinates (Å):
1 C 4.106 0.769 0.418  C2 1.528, H3 1.090, H4 1.083, H5 1.091
2 C 4.331 1.874 -0.613  C1 1.528, H6 1.087, H7 1.081, H8 1.098
3 H 4.968 0.101 0.424  C1 1.090
4 H 3.226 0.150 0.305  C1 1.083
5 H 4.052 1.221 1.409  C1 1.091
6 H 4.904 2.667 -0.141  C2 1.087
7 H 4.820 1.534 -1.515  C2 1.081
8 H 3.378 2.338 -0.902  C2 1.098
9 C -5.853 -1.912 -0.141  O10 1.337, H11 1.146, H12 1.090, H13 1.097
10 O -4.666 -1.712 0.441  C9 1.337, H14 0.986
11 H -6.471 -2.504 0.621  C9 1.146
12 H -6.454 -1.020 -0.321  C9 1.090
13 H -5.752 -2.601 -0.988  C9 1.097
14 H -4.590 -0.906 1.004  O10 0.986

So, what does the Mulliken scheme give us? The charges, in e, come out as: C -0.793; C -0.774; H 0.254; H 0.276; H 0.258; H 0.254; H 0.276; H 0.250; C -0.310; O -0.108; H 0.351; H 0.318; H 0.302; H 0.447

Entry 4:
The following is a DFT calculation (the ωB97M-V functional and the def2-TZVPD basis) of a 2-piece molecular cluster, C3H10O2 overall.

## Properties
Max |F|: 1.256 eV/A
ΔE to the lowest compared entry with this formula, charge and spin: 4.39 kcal/mol
LUMO: 0.016 Eh
SMILES: CC(C)O.O
HOMO-LUMO gap: 10.92 eV
Total charge: 0
Total energy: -7367.8860 eV

Last columns: bonded neighbours and bond lengths (Å).
Cartesian coordinates (Å):
1 C 0.771 1.538 0.019  C2 1.509, H5 1.103, H6 1.103, H7 1.103
2 C 0.087 0.307 0.561  C1 1.509, C3 1.509, O4 1.472, H8 1.109
3 C -1.086 0.684 1.433  C2 1.509, H9 1.103, H10 1.103, H11 1.103
4 O 0.972 -0.527 1.390  C2 1.472, H12 0.980
5 H 0.064 2.017 -0.679  C1 1.103
6 H 1.676 1.249 -0.540  C1 1.103
7 H 1.054 2.272 0.792  C1 1.103
8 H -0.308 -0.260 -0.307  C2 1.109
9 H -1.856 1.137 0.787  C3 1.103
10 H -0.805 1.414 2.210  C3 1.103
11 H -1.516 -0.205 1.924  C3 1.103
12 H 1.685 -0.928 0.849  O4 0.980
13 O -0.533 -3.014 -3.069  H14 0.984, H15 0.984
14 H -0.519 -3.124 -2.091  O13 0.984
15 H 0.315 -2.563 -3.280  O13 0.984

So, what does the Mulliken scheme give us? The charges, in e, come out as: C -1.116; C 0.619; C -1.267; O -0.568; H 0.328; H 0.319; H 0.287; H 0.092; H 0.362; H 0.314; H 0.316; H 0.316; O -0.644; H 0.320; H 0.322

Entry 5:
The following is a DFT calculation (the ωB97M-V functional and the def2-TZVPD basis) of a 2-piece molecular cluster, C3H10O2S overall.

## Properties
Max |F|: 1.338 eV/A
ΔE to the lowest compared entry with this formula, charge and spin: 6.18 kcal/mol
LUMO: 0.018 Eh
SMILES: OCCCS.O
HOMO-LUMO gap: 9.50 eV
Total charge: 0
Total energy: -18202.7959 eV

Last columns: bonded neighbours and bond lengths (Å).
Cartesian coordinates (Å):
1 O 2.249 1.736 -0.505  C2 1.407, H6 0.980
2 C 1.187 0.814 -0.466  O1 1.407, C3 1.507, H7 1.107, H8 1.107
3 C 0.848 0.503 0.969  C2 1.507, C4 1.554, H9 1.107, H10 1.107
4 C -0.320 -0.519 1.054  C3 1.554, S5 1.799, H11 1.107, H12 1.107
5 S -1.234 -0.207 2.573  C4 1.799, H13 1.350
6 H 2.553 1.692 -1.436  O1 0.980
7 H 0.373 1.254 -1.074  C2 1.107
8 H 1.471 -0.149 -0.932  C2 1.107
9 H 1.799 0.148 1.412  C3 1.107
10 H 0.599 1.473 1.440  C3 1.107
11 H -0.989 -0.362 0.185  C4 1.107
12 H 0.082 -1.548 0.988  C4 1.107
13 H -2.304 -0.969 2.263  S5 1.350
14 O -1.994 -1.633 -1.983  H15 0.984, H16 0.984
15 H -2.552 -0.919 -1.600  O14 0.984
16 H -1.769 -1.314 -2.887  O14 0.984

So, what does the Mulliken scheme give us? The charges, in e, come out as: O -0.518; C -0.501; C -0.691; C -0.107; S -0.259; H 0.314; H 0.309; H 0.302; H 0.256; H 0.355; H 0.055; H 0.369; H 0.119; O -0.648; H 0.325; H 0.320

Entry 6:
The following is a DFT calculation (the ωB97M-V functional and the def2-TZVPD basis) of a 2-piece molecular cluster, C3H10O3 overall.

## Properties
Max |F|: 3.145 eV/A
ΔE to the lowest compared entry with this formula, charge and spin: 26.19 kcal/mol
LUMO: 0.023 Eh
SMILES: OCCCO.O
HOMO-LUMO gap: 10.52 eV
Total charge: 0
Total energy: -9414.3973 eV

Last columns: bonded neighbours and bond lengths (Å).
Cartesian coordinates (Å):
1 O -1.800 2.137 -0.269  C2 1.468, H6 0.968
2 C -0.943 0.987 -0.577  O1 1.468, C3 1.512, H7 1.090, H8 1.105
3 C -0.358 0.371 0.674  C2 1.512, C4 1.542, H9 1.095, H10 1.098
4 C -0.116 -1.131 0.424  C3 1.542, O5 1.424, H11 1.094, H12 1.093
5 O -1.155 -2.021 0.032  C4 1.424, H13 0.970
6 H -1.669 2.370 0.661  O1 0.968
7 H -1.548 0.415 -1.281  C2 1.090
8 H -0.214 1.497 -1.233  C2 1.105
9 H 0.622 0.771 0.953  C3 1.095
10 H -0.957 0.682 1.540  C3 1.098
11 H 0.478 -1.080 -0.493  C4 1.094
12 H 0.450 -1.645 1.206  C4 1.093
13 H -1.727 -2.200 0.796  O5 0.970
14 O 2.899 -0.380 -0.393  H15 0.962, H16 0.955
15 H 3.378 0.228 -0.964  O14 0.962
16 H 2.658 -1.001 -1.077  O14 0.955

So, what does the Mulliken scheme give us? The charges, in e, come out as: O -0.553; C -0.273; C -0.446; C -0.543; O -0.542; H 0.291; H 0.303; H 0.220; H 0.316; H 0.421; H 0.078; H 0.413; H 0.308; O -0.606; H 0.305; H 0.309

Question: Which of these has the highest total energy?
Answer: number 3

Question: What is the formula in the fourth record?
Answer: C3H10O2

Question: Which of these has the lowest total energy?
Answer: C3H10O2S

Question: Look up the max |F| of the sixth one.
Answer: 3.145 eV/A